(1)
The following is a quantum chemistry calculation of C35H20ClIN6O9SSeTi as an isolated structure, from the Open Molecules 2025 dataset.

The geometry in XYZ format:
```
75
Properties=species:S:1:pos:R:3:forces:R:3:lowdin_charge:R:1
Ti -0.538 -0.561 0.304 -0.158 -0.554 -0.175 1.05
O 1.870 -5.828 2.404 -0.066 -0.018 0.100 0.06
C 1.418 -4.637 1.928 -0.096 0.024 0.172 -0.29
C 1.800 -4.152 0.680 -0.010 0.300 0.015 0.07
C 1.274 -2.932 0.286 0.152 -0.633 0.192 -0.16
N 0.459 -2.272 1.072 -0.047 0.164 -0.037 0.06
C 0.099 -2.704 2.260 0.111 -0.488 0.360 -0.15
C 0.543 -3.917 2.746 0.123 0.156 -0.254 0.09
C -0.846 -1.742 2.943 -0.146 1.116 -0.859 -0.52
O -1.402 -1.987 3.986 -0.002 -0.175 0.306 0.09
O -0.987 -0.647 2.215 -0.221 -0.357 1.445 -0.14
C 1.488 -2.220 -1.028 -0.528 0.570 0.241 -0.54
O 2.410 -2.507 -1.764 0.083 -0.120 -0.262 0.07
O 0.588 -1.293 -1.189 0.894 -0.535 -0.920 -0.12
H 2.469 -6.214 1.762 0.108 -0.069 -0.116 0.10
H 2.483 -4.678 0.026 0.016 -0.058 0.011 0.13
H 0.231 -4.281 3.713 0.012 -0.031 0.023 0.13
Se 0.786 4.828 -4.990 -0.347 -0.617 0.628 1.05
N 0.015 3.183 -5.137 0.325 0.615 0.075 -0.22
C -0.234 2.777 -3.929 0.103 0.265 0.268 -0.33
C -0.849 1.500 -3.611 -0.248 -0.392 0.666 -0.08
C -1.240 0.561 -4.565 -0.159 -0.358 -0.229 0.01
C -1.802 -0.639 -4.167 0.188 0.384 0.423 -0.01
C -1.924 -0.897 -2.789 -0.022 -0.177 -0.621 -0.08
N -1.570 -0.031 -1.874 0.748 1.302 -0.097 0.09
C -1.052 1.170 -2.260 -0.718 -2.073 -1.574 -0.13
C -0.716 2.039 -1.206 0.311 1.502 2.573 -0.11
N -0.985 1.593 0.075 0.610 1.216 -1.201 0.05
C -0.772 2.438 1.087 -0.113 -0.575 -0.074 -0.11
C -0.313 3.731 0.915 0.359 0.337 -1.154 -0.01
C 0.027 4.153 -0.379 0.041 0.419 1.485 0.01
C -0.156 3.309 -1.450 -0.627 -0.930 -0.216 -0.08
C 0.132 3.689 -2.835 -0.266 -0.440 -0.113 -0.33
N 0.671 4.815 -3.172 0.165 0.209 -0.725 -0.22
H -1.084 0.786 -5.612 -0.019 -0.006 0.012 0.11
H -2.105 -1.392 -4.880 0.003 0.037 -0.043 0.10
H -2.284 -1.855 -2.428 0.021 0.045 0.074 0.12
H -0.927 2.028 2.080 -0.043 -0.032 -0.071 0.12
H -0.172 4.360 1.781 0.048 0.082 -0.024 0.11
H 0.441 5.138 -0.554 -0.014 -0.004 0.039 0.11
Cl -7.036 -3.458 2.398 -0.008 -0.017 -0.005 0.64
C -5.512 -2.990 1.680 -0.070 0.285 0.022 -0.61
C -4.676 -3.947 1.201 0.341 -0.022 -0.141 -0.18
C -3.426 -3.603 0.621 -1.034 -0.441 0.457 -0.65
I -2.218 -5.132 -0.070 0.229 0.000 -0.109 0.94
C -3.032 -2.292 0.532 1.097 0.712 -0.487 -0.40
O -1.899 -1.926 0.017 -1.374 -1.118 -0.283 -0.23
C -3.941 -1.275 1.012 0.005 0.184 -0.019 -0.13
N -3.537 0.006 0.845 0.071 -0.112 -0.073 0.13
C -4.313 0.967 1.251 -0.399 -0.046 0.202 -0.13
C -5.567 0.739 1.873 0.279 0.132 -0.134 -0.05
C -5.991 -0.544 2.043 0.024 -0.186 -0.038 -0.04
C -5.174 -1.608 1.593 -0.206 -0.242 0.143 -0.17
H -4.961 -4.988 1.269 -0.006 -0.004 0.014 0.08
H -3.960 1.981 1.095 0.023 0.046 0.007 0.10
H -6.164 1.579 2.202 -0.026 0.015 0.022 0.10
H -6.939 -0.769 2.512 -0.006 0.018 0.000 0.08
C 6.707 3.023 -1.253 0.098 0.023 -0.045 -0.06
C 5.600 2.404 -0.446 -0.002 -0.070 -0.021 -0.28
C 5.333 1.041 -0.527 -0.007 0.006 -0.004 -0.04
C 4.315 0.462 0.215 0.096 0.025 -0.061 -0.03
C 3.549 1.258 1.051 0.131 0.176 0.050 -0.26
C 3.786 2.620 1.139 0.131 0.002 -0.120 -0.05
C 4.813 3.183 0.394 -0.074 0.078 0.034 -0.05
S 2.209 0.549 1.948 -1.192 -0.884 -0.917 0.52
O 1.720 1.534 2.876 0.140 0.312 0.261 -0.30
O 2.647 -0.720 2.477 0.230 0.194 0.178 -0.28
O 1.222 0.332 0.825 1.039 0.876 0.581 -0.41
H 7.213 2.275 -1.864 -0.018 -0.004 -0.010 0.07
H 7.459 3.486 -0.610 -0.019 0.006 0.029 0.08
H 6.328 3.800 -1.920 -0.025 0.003 -0.001 0.08
H 5.924 0.419 -1.189 0.020 -0.003 -0.005 0.11
H 4.117 -0.597 0.127 -0.074 -0.039 0.062 0.12
H 3.163 3.228 1.779 -0.012 -0.022 0.074 0.11
H 4.995 4.250 0.463 0.027 0.019 -0.005 0.11
```
Forces are in eV/Å.

ΔE to the lowest compared entry with this formula, charge and spin   78.2 kJ/mol
HOMO-LUMO gap (spin up / spin down)   4.74 / 6.10 eV
Net charge   -1
Strongest force on any atom   0.058 Eh/bohr
2S+1   2
HOMO (spin up / spin down)   -3.77 / -5.12 eV
⟨S²⟩   0.754

(2)
The following is a quantum chemistry calculation of C35H21N9PdS2 as an isolated structure, from the Open Molecules 2025 dataset.

The geometry in XYZ format:
```
68
Properties=species:S:1:pos:R:3:forces:R:3:nbo_charge:R:1
Pd 0.302 0.411 0.411 0.397 -0.201 0.997 0.84
C -3.531 5.585 0.804 0.280 0.170 -0.169 -0.28
C -4.411 4.692 1.455 -0.138 -0.287 0.258 -0.28
C -3.992 3.435 1.833 -0.221 0.273 -0.019 -0.18
C -2.684 3.049 1.529 0.382 -0.527 -0.123 -0.13
C -2.008 1.799 1.624 -0.099 0.888 -0.333 0.26
N -0.784 1.934 1.047 -0.246 0.281 -0.018 -0.48
C -0.585 3.225 0.645 -0.922 -0.055 0.229 0.23
N 0.591 3.759 0.222 1.086 0.031 -0.101 -0.48
C 1.624 3.029 -0.070 -1.109 0.268 -0.084 0.38
C 2.946 3.569 -0.363 0.795 -0.228 -0.197 -0.07
C 3.491 4.837 -0.225 -0.239 -0.028 0.003 -0.19
C 4.840 5.009 -0.492 0.172 -0.006 -0.038 -0.24
C 5.642 3.928 -0.867 -0.006 0.126 0.013 -0.24
C 5.105 2.656 -0.989 -0.090 -0.250 -0.071 -0.22
C 3.751 2.482 -0.750 0.042 0.829 0.238 0.01
C 2.904 1.289 -0.707 -0.247 -0.973 -0.620 0.38
N 3.278 0.122 -1.146 0.403 0.930 0.265 -0.52
C 2.503 -0.992 -0.991 -0.257 -0.831 -0.090 0.26
N 1.424 -1.115 -0.176 0.027 -0.438 -0.192 -0.49
C 1.011 -2.428 -0.121 0.502 0.045 -0.705 0.20
N 0.078 -2.955 0.731 -0.444 0.136 0.889 -0.51
C -0.713 -2.196 1.432 0.523 -0.244 -1.032 0.37
N -0.974 -0.857 1.270 0.024 -0.329 0.345 -0.62
C -1.915 -0.457 2.190 -0.493 1.105 -0.500 0.37
N -2.483 0.708 2.285 0.191 -0.945 0.584 -0.50
C -2.253 -1.598 3.035 0.221 -0.880 0.094 0.01
C -3.005 -1.726 4.195 -0.038 0.241 -0.115 -0.22
C -2.998 -2.942 4.860 0.018 -0.166 0.047 -0.24
C -2.267 -4.028 4.369 -0.093 0.029 0.087 -0.24
C -1.518 -3.909 3.210 0.071 0.004 -0.298 -0.19
C -1.510 -2.690 2.549 -0.572 0.256 0.639 -0.08
C 1.826 -3.182 -1.001 -0.330 0.572 0.290 -0.15
C 1.807 -4.525 -1.406 0.117 -0.313 -0.204 -0.20
C 2.680 -4.930 -2.390 -0.282 -0.112 0.233 -0.28
C 3.587 -4.018 -2.980 0.235 0.274 -0.100 -0.29
C 3.640 -2.703 -2.574 0.228 -0.228 -0.116 -0.20
C 2.769 -2.265 -1.570 -0.274 0.377 0.241 -0.08
N 1.675 1.665 -0.249 0.320 0.255 0.117 -0.60
C -1.785 3.954 0.885 0.383 -0.508 -0.014 -0.05
C -2.226 5.233 0.529 -0.213 0.316 0.061 -0.21
H -3.904 6.555 0.493 0.040 0.023 0.031 0.18
H -5.433 5.004 1.648 0.004 -0.001 0.016 0.18
H -4.658 2.737 2.327 -0.038 0.003 -0.031 0.20
H 2.871 5.660 0.109 -0.029 0.004 -0.038 0.22
H 5.292 5.989 -0.386 -0.025 0.012 0.003 0.19
H 6.700 4.088 -1.044 -0.005 -0.006 -0.001 0.19
H 5.722 1.801 -1.236 -0.011 -0.001 -0.067 0.22
H -3.557 -0.879 4.583 0.023 0.030 -0.024 0.22
H -3.541 -3.051 5.792 -0.060 0.008 -0.037 0.19
H -2.270 -4.964 4.916 -0.007 0.002 -0.002 0.19
H -0.928 -4.730 2.821 0.029 -0.012 0.036 0.22
H 1.101 -5.216 -0.960 0.005 0.001 -0.006 0.20
H 2.667 -5.961 -2.730 0.008 -0.004 0.005 0.18
H 4.244 -4.366 -3.770 0.022 0.013 0.005 0.18
H 4.337 -2.007 -3.027 -0.008 0.007 -0.009 0.21
H -1.561 5.922 0.021 0.015 -0.018 -0.017 0.20
S -0.919 0.741 -2.293 -0.392 -0.035 -0.446 -0.08
C -1.629 -0.684 -2.666 -0.021 0.503 -0.375 -0.07
N -1.092 -1.904 -2.535 0.226 -0.406 0.412 -0.61
C -1.998 -3.030 -2.602 -0.105 -0.170 0.085 -0.22
C -3.067 -2.634 -3.609 -0.067 0.349 -0.142 -0.53
S -3.252 -0.829 -3.395 0.126 -0.174 0.216 0.24
H -0.299 -2.001 -1.899 0.136 0.132 -0.129 0.44
H -2.435 -3.229 -1.616 -0.020 0.026 -0.030 0.20
H -1.456 -3.923 -2.919 0.004 0.022 0.006 0.21
H -4.024 -3.121 -3.434 0.042 -0.070 0.031 0.22
H -2.739 -2.820 -4.632 0.002 -0.096 0.015 0.20
```
Forces are in eV/Å.

HOMO-LUMO gap (spin up / spin down)   3.69 / 3.68 eV
Net charge   -2
Strongest force on any atom   0.025 Eh/bohr
HOMO (spin up / spin down)   0.38 / 0.38 eV

In order of appearance, calculated total energy = -6758.82723; -2763.62804 a.u..